Entry 1:
The following is a DFT calculation (ωB97M-V/def2-TZVPD) of a 2-piece molecular cluster, C4H12NP overall in a non-equilibrium geometry.

The geometry in XYZ format:
```
18
Properties=species:S:1:pos:R:3:forces:R:3:nbo_charge:R:1
C 2.4133 -0.0003 -0.6455 0.4 -0.9 -0.4 -0.39
C -0.7761 -0.8241 1.0710 0.7 -1.5 -0.6 -0.96
C -2.9206 0.2639 -0.5012 -1.4 -1.6 -0.3 -0.97
C 3.2640 -0.5500 0.2489 -2.0 0.8 -1.2 -0.40
N -0.4005 1.2969 -0.6801 0.6 -1.0 -1.4 -1.15
P -1.1974 -0.3150 -0.6970 1.2 1.3 0.5 0.94
H 1.7385 -0.4813 -1.4304 1.3 0.1 1.4 0.21
H 2.3722 1.0664 -0.6907 0.0 0.6 0.0 0.17
H 0.4622 1.4303 -1.2813 -1.8 -0.5 1.2 0.39
H -1.3367 -1.7131 1.4628 -0.1 1.1 -0.4 0.23
H 0.2678 -1.2219 1.0715 -0.5 0.5 -0.3 0.24
H -0.7663 0.0102 1.7520 -0.4 0.3 0.4 0.21
H -3.5685 0.0136 -1.4248 1.2 1.1 1.3 0.24
H -3.3752 -0.3794 0.2667 0.1 0.0 0.0 0.23
H -2.9749 1.2654 -0.0863 -0.1 0.3 -0.5 0.24
H 3.2872 -1.6129 0.3597 0.4 -0.5 0.2 0.20
H 3.7472 0.1204 0.9496 0.3 -0.3 -0.1 0.20
H -0.2361 1.6308 0.2551 0.2 0.2 0.1 0.37
```
Forces are in eV/Å.

Summary:
**SMILES**: CP(C)N.C=C
**ΔE to the lowest compared entry with this formula, charge and spin**: 1.671 eV
**E_tot**: -15120.1415 eV
**Kohn-Sham gap**: 9.833 eV
**Multiplicity**: 1

=====

Entry 2:
The following is a DFT calculation (ωB97M-V/def2-TZVPD) of an isolated ion of composition C4H12NP2 and charge +1 in a non-equilibrium geometry.

The geometry in XYZ format:
```
19
Properties=species:S:1:pos:R:3:forces:R:3:nbo_charge:R:1
C 1.1543 -0.8445 1.3545 0.3 0.1 -0.1 -0.70
C 0.9302 1.3917 0.0429 0.1 -0.1 0.0 -0.63
C -2.4064 -0.6777 -0.9588 -0.3 0.2 -0.6 -0.43
C 1.4262 -0.0305 0.1238 -1.1 -0.3 0.1 -0.48
N -1.7497 -1.0645 0.2957 1.6 0.1 0.3 -0.74
P 0.2487 -1.5038 -0.1008 -0.4 -0.1 0.1 0.86
P 2.9152 -0.5784 -0.8416 -0.2 -0.2 0.2 0.36
H 1.9406 -1.4758 1.7528 -0.1 -0.1 0.0 0.27
H 0.5644 -0.3746 2.1328 -0.1 0.1 0.0 0.26
H 1.6500 2.0599 0.5107 0.1 0.1 0.1 0.25
H -0.0192 1.5117 0.5659 -0.1 0.1 0.0 0.20
H 0.8088 1.7032 -0.9913 0.0 0.0 -0.1 0.23
H -2.0196 -1.2919 -1.7708 0.0 0.0 0.0 0.23
H -3.4839 -0.8094 -0.9005 0.0 0.0 0.1 0.23
H -2.1890 0.3639 -1.1804 0.1 0.0 0.0 0.23
H -1.9090 -0.3739 1.0352 0.1 -0.2 -0.2 0.42
H -2.0978 -1.9677 0.6224 0.1 0.2 0.1 0.43
H 2.7794 0.3994 -1.8272 -0.1 0.1 -0.3 0.00
H 3.8098 0.1840 -0.0816 0.3 0.1 0.2 0.01
```
Forces are in eV/Å.

Summary:
**SMILES**: C[NH2+]P1C[C@@]1(C)P
**Net charge**: +1
**ΔE to the lowest compared entry with this formula, charge and spin**: 0.000 eV
**E_tot**: -24402.2834 eV
**Kohn-Sham gap**: 9.511 eV
**Multiplicity**: 1

=====

Entry 3:
The following is a DFT calculation (ωB97M-V/def2-TZVPD) of a 2-piece molecular cluster, C4H12NPS2 overall in a non-equilibrium geometry.

The geometry in XYZ format:
```
20
Properties=species:S:1:pos:R:3:forces:R:3:mulliken_spin:R:1
C 1.7535 -0.4284 -0.8711 0.8 -2.5 -1.9 0.01
C 1.9976 1.8497 -0.2621 0.0 2.0 -0.6 -0.01
C -0.1509 -1.9862 1.9577 1.3 -1.2 -0.3 0.92
C -3.2076 -0.2504 -0.6866 0.4 -0.1 1.2 -0.01
N 1.0788 0.7107 -0.3838 1.5 1.3 0.0 0.11
P -0.4091 0.6052 0.3487 -0.4 1.7 0.3 0.44
S -1.0861 2.4013 0.7680 -0.1 -0.4 0.1 0.29
S -1.3922 -0.4521 -1.1632 -1.9 -0.5 -0.7 0.17
H 2.4020 -0.8985 -0.0804 -0.5 0.3 -0.7 -0.01
H 0.9458 -1.1696 -1.2049 1.6 0.6 0.4 0.00
H 2.4669 -0.2136 -1.8069 -1.7 -0.2 1.9 0.00
H 2.1687 2.3334 -1.3682 -0.7 -0.9 2.7 0.02
H 1.5130 2.6112 0.5024 1.4 -1.3 -1.8 0.00
H 3.0553 1.5237 0.0341 -1.6 0.3 0.0 0.00
H 0.7090 -2.4764 1.3762 -1.6 0.9 1.0 0.01
H 0.0400 -1.5596 2.9506 -0.1 -0.2 -0.6 0.02
H -1.1691 -2.0448 1.5702 0.5 0.0 0.1 0.03
H -3.5452 -1.0435 0.0323 0.5 0.6 -0.7 0.00
H -3.9039 -0.2360 -1.5358 0.8 -0.1 -0.1 0.01
H -3.2665 0.7237 -0.1772 -0.1 -0.3 -0.2 0.00
```
Forces are in eV/Å.

Summary:
**⟨S²⟩**: 2.0098
**ΔE to the lowest compared entry with this formula, charge and spin**: 1.834 eV
**E_tot**: -36788.6398 eV
**Kohn-Sham gap (alpha / beta)**: 7.832 / 6.938 eV
**Multiplicity**: 3